No. 1
A structure of composition C31H23BrClIrN5O, computed with ωB97M-V with the def2-TZVPD basis set.

Computed properties:
⟨S²⟩	8.844
energy relative to the best compared isomer or geometry (same formula, charge and spin)	20.1	kcal/mol
charge	+2
2S+1	6
orbital gap (alpha / beta)	6.2 / 5.1	eV
HOMO (alpha / beta)	-12.40 / -13.72	eV

```
63
Properties=species:S:1:pos:R:3:mulliken_spin:R:1
Ir 0.464 1.604 0.056 0.982
Br -0.269 -4.859 -6.685 0.029
Cl -2.256 0.909 3.325 0.032
O -1.550 1.449 0.097 0.280
N 2.559 1.901 -0.163 -0.003
N 0.505 3.644 -0.004 -0.027
N 0.263 -0.457 -0.050 0.041
N -3.430 -3.609 -0.677 0.581
N -2.752 -4.516 -1.245 0.875
C 1.415 -1.727 3.427 -0.049
C -1.124 -4.815 -5.021 0.179
C -2.884 -2.418 -0.243 0.261
C 4.129 3.821 0.076 0.002
C -1.044 -0.827 -0.049 0.041
C -1.988 0.240 0.062 0.208
C 0.863 -2.769 -0.081 0.010
C -0.855 -0.095 3.306 0.205
C -3.788 -1.378 0.014 0.061
C -0.778 -5.746 -4.044 -0.084
C -2.295 -4.665 -2.521 0.034
C -3.360 -0.079 0.161 0.110
C 2.863 3.332 -0.015 -0.020
C -1.364 -5.681 -2.801 0.163
C 0.134 -2.254 3.665 0.256
C 3.281 6.075 0.203 0.002
C 1.183 -1.413 -0.079 0.011
C -2.709 -3.788 -3.546 0.158
C -2.105 -3.854 -4.782 -0.079
C 4.341 5.213 0.201 -0.001
C 0.807 6.409 0.101 0.007
C 1.958 5.583 0.107 0.004
C -1.457 -2.164 -0.127 0.105
C 1.561 -0.407 3.117 0.190
C -0.991 -1.430 3.607 -0.079
C 0.610 1.810 2.696 0.490
C 0.432 0.482 3.028 -0.008
C -0.458 -3.151 -0.098 0.016
C -0.548 4.442 0.004 0.026
C -0.433 5.839 0.040 -0.002
C 1.760 4.198 0.022 0.013
H 0.924 7.486 0.151 0.000
H 2.551 0.012 2.955 0.000
H 1.656 -3.505 -0.065 -0.001
H -2.389 -3.166 -5.566 -0.001
H 5.352 5.586 0.286 0.000
H -1.331 6.442 0.031 0.000
H -1.116 -6.402 -2.030 -0.003
H -0.720 -4.200 -0.061 -0.007
H -3.487 -3.062 -3.340 -0.001
H 3.150 1.372 0.468 0.000
H -0.207 2.510 2.822 -0.012
H -0.050 -6.515 -4.266 -0.002
H -1.518 3.960 -0.013 -0.003
H 1.617 2.217 2.759 0.010
H -4.843 -1.618 0.032 0.005
H 2.285 -2.368 3.515 0.003
H -4.070 0.721 0.333 -0.007
H 4.983 3.151 0.049 0.000
H 3.440 7.145 0.285 0.000
H 2.820 1.609 -1.101 -0.002
H -1.974 -1.824 3.833 0.004
H 0.020 -3.299 3.928 0.003
H 2.219 -1.096 -0.089 -0.005
```


No. 2
A structure of composition C17H48F6N4O7P in a non-equilibrium geometry, computed with ωB97M-V with the def2-TZVPD basis set.

Computed properties:
charge	-1
orbital gap	8.7	eV
HOMO	-5.94	eV

```
83
Properties=species:S:1:pos:R:3:lowdin_charge:R:1
P -0.671 0.114 -0.674 0.630
F -1.755 1.257 -0.827 -0.091
F 0.315 0.609 -1.910 -0.158
F 0.166 1.075 0.400 -0.363
F -1.363 -0.629 0.580 -0.128
F 0.497 -1.020 -0.535 -0.295
F -1.564 -0.861 -1.743 0.007
O -1.164 -1.101 2.508 -0.058
O -2.159 -2.418 -0.734 -0.084
O 2.939 2.590 -2.269 0.050
O 1.134 5.339 -0.007 -0.044
O -2.956 4.374 -1.157 0.024
O 3.804 -2.281 1.568 -0.041
O -0.571 -0.554 -3.399 -0.087
N -2.133 2.632 0.167 0.130
N -1.126 3.078 -1.622 0.095
N 2.068 1.281 -0.668 0.178
N 0.823 2.446 -1.919 0.058
C -0.730 0.807 3.914 -0.002
C 0.540 3.083 0.678 -0.055
C -1.253 -2.836 -3.348 -0.040
C -0.601 0.195 2.477 -0.358
C -0.097 -1.871 -3.579 -0.431
C -1.608 -3.008 0.503 -0.353
C -0.546 5.067 1.836 -0.055
C -2.154 3.463 -0.871 -0.650
C 1.018 -2.216 -2.632 -0.069
C 0.822 0.001 1.886 -0.098
C -2.578 -4.135 0.956 -0.012
C 0.075 4.538 0.566 -0.412
C 2.494 -1.849 1.223 -0.440
C 1.422 -2.650 2.055 -0.028
C 2.038 2.074 -1.663 -0.774
C -0.271 -3.476 0.016 -0.097
C 2.300 -2.012 -0.238 -0.095
H -0.492 0.000 4.607 0.076
H -0.298 2.390 0.758 0.049
H -0.355 -4.198 -0.797 0.103
H 0.923 -0.639 1.009 0.048
H 0.378 -4.058 0.671 0.076
H 3.196 -2.364 -0.748 0.114
H -1.483 -2.214 1.239 0.065
H 0.000 5.096 2.779 0.070
H 1.314 0.916 1.557 0.102
H -0.153 1.719 4.069 0.074
H 1.886 -1.627 -2.929 0.109
H -1.128 2.072 -1.711 0.048
H -1.084 6.014 1.881 0.072
H -1.078 -3.744 -3.925 0.083
H 0.793 -1.925 -1.606 -0.009
H 0.406 -2.427 1.730 0.048
H 1.742 -2.889 -0.565 0.064
H 4.396 -1.682 1.107 0.083
H -0.013 1.973 -1.606 0.020
H -0.815 -0.409 -2.482 -0.126
H 2.890 0.870 -0.248 0.149
H 0.364 -2.708 -0.426 0.019
H -1.387 4.414 2.069 0.062
H 1.972 -1.054 -0.642 0.069
H 0.789 3.139 -2.653 0.155
H 1.971 4.870 0.027 0.075
H 0.388 -1.749 -4.547 0.133
H 1.568 -2.356 3.095 0.092
H 1.197 0.925 -0.300 -0.032
H -1.285 -3.110 -2.294 0.039
H -1.159 0.742 1.717 0.109
H -2.898 2.701 0.823 0.152
H 1.299 2.970 1.452 0.116
H 1.148 -3.295 -2.539 0.105
H 1.068 2.804 -0.233 0.052
H -1.039 3.638 -2.458 0.160
H -0.695 4.644 -0.198 0.099
H -1.145 -1.357 1.583 -0.083
H 1.393 -0.475 2.684 0.093
H -2.969 -4.701 0.110 0.073
H -3.388 -3.615 1.468 0.080
H 2.417 -0.806 1.532 0.084
H -1.766 1.065 4.133 0.069
H -2.219 -2.340 -3.447 0.087
H 1.572 -3.729 2.029 0.090
H -1.429 1.908 0.165 0.003
H -1.866 -1.520 -0.904 -0.145
H -2.078 -4.983 1.423 0.072
```


No. 3
The ion C3H5N2O2 with charge +1 in a non-equilibrium geometry, computed with ωB97M-V with the def2-TZVPD basis set.

Computed properties:
energy relative to the best compared isomer or geometry (same formula, charge and spin)	94.4	kcal/mol
charge	+1
orbital gap (alpha / beta)	6.5 / 9.7	eV
HOMO (alpha / beta)	-12.60 / -14.66	eV

```
12
Properties=species:S:1:pos:R:3:nbo_charge:R:1
O 2.713 0.542 -0.150 -0.471
O 1.173 -1.177 0.147 -0.442
N -1.053 -0.421 -0.475 -0.621
N 0.588 1.043 0.181 -0.589
C -0.170 -1.507 0.116 0.286
C -0.723 0.954 -0.028 0.112
C 1.625 0.059 -0.019 0.857
H 0.917 1.898 0.570 0.456
H -0.901 -0.365 -1.505 0.451
H -0.680 -1.938 1.084 0.219
H -1.439 1.688 0.288 0.253
H -2.048 -0.775 -0.209 0.488
```


No. 4
A structure of composition C38H30AlBrF12N4O6P in a non-equilibrium geometry, computed with ωB97M-V with the def2-TZVPD basis set.

Computed properties:
charge	-1
orbital gap (alpha / beta)	5.9 / 5.6	eV
HOMO (alpha / beta)	-4.61 / -4.59	eV

```
93
Properties=species:S:1:pos:R:3:lowdin_charge:R:1
Br 7.368 -4.501 1.427 0.716
P -2.604 0.498 -2.471 0.853
Al 0.100 0.138 1.772 0.089
F 3.310 1.822 4.046 0.154
F -3.830 0.227 5.055 0.117
F -4.519 -1.048 2.520 0.127
F 3.909 1.120 -0.036 0.147
F -2.325 -1.339 5.219 0.135
F 3.042 3.776 3.059 0.125
F -2.832 -2.415 2.619 0.142
F 4.364 0.421 1.970 0.162
F -2.939 -1.010 0.970 0.096
F 4.752 2.522 1.467 0.117
F 1.333 2.592 3.722 0.169
F -1.762 0.764 5.275 0.174
O -0.951 -0.480 3.012 0.006
O -3.119 -0.753 -3.434 -0.393
O -0.033 -0.860 0.297 0.025
O -2.297 1.612 -3.640 -0.388
O -3.983 1.101 -1.883 -0.368
O 1.759 0.553 1.986 0.000
N 1.933 -0.935 -1.659 0.159
N 2.759 -5.600 -1.822 0.039
N 1.530 -5.565 -1.372 0.074
N -0.499 1.855 1.582 0.051
C -3.147 4.203 2.565 -0.049
C 1.201 -2.076 -1.374 -0.100
C 2.641 -0.942 -2.739 -0.160
C 2.512 5.125 -1.946 -0.067
C -1.670 2.253 2.187 -0.153
C -1.917 3.683 2.209 -0.011
C -1.504 1.291 -4.798 -0.122
C 3.900 1.462 1.275 -0.497
C -3.480 -2.061 -2.913 -0.111
C -2.560 -0.114 4.666 -0.505
C 2.546 2.497 3.162 -0.508
C 4.681 -5.556 1.232 -0.137
C -3.166 -1.145 2.342 -0.448
C 2.438 1.774 1.811 -0.252
C 0.835 -4.420 -1.469 -0.272
C 2.391 3.542 -0.022 0.032
C 2.728 -2.027 -3.618 -0.041
C -2.272 -0.094 3.141 -0.262
C 6.128 -5.776 -0.728 -0.163
C -0.271 -4.358 -0.613 0.003
C 3.723 -5.977 -0.946 -0.282
C -0.308 3.131 -0.467 -0.019
C -0.541 -3.165 0.008 0.011
C 0.403 3.817 -1.428 -0.034
C 5.920 -5.386 0.623 -0.725
C 0.296 2.490 0.630 -0.186
C 1.414 -3.291 -2.049 -0.127
C 0.211 -2.004 -0.308 -0.219
C 1.741 4.146 -1.129 -0.264
C -3.977 1.902 2.880 0.007
C 2.169 -3.221 -3.208 -0.015
C 5.048 -6.055 -1.516 -0.035
C 3.612 -5.953 0.463 -0.035
C -4.925 1.963 -2.592 -0.096
C -2.673 1.358 2.689 -0.038
C -5.573 3.778 3.284 -0.066
C -4.180 3.294 2.894 -0.263
C 1.696 2.651 0.826 -0.049
H -2.607 -2.510 -2.444 0.064
H -0.437 1.360 -4.541 0.082
H 7.173 -5.758 -1.098 0.097
H -4.830 1.282 3.121 0.109
H -6.240 3.724 2.443 0.064
H -3.310 5.271 2.585 0.100
H -1.204 -3.081 0.868 0.109
H 3.189 -0.038 -2.942 0.102
H -4.475 2.505 -3.432 0.073
H 3.367 4.653 -2.408 0.076
H -1.740 2.043 -5.547 0.077
H 3.261 -1.974 -4.550 0.095
H -5.774 1.348 -2.901 0.080
H -4.344 -2.019 -2.233 0.084
H -1.393 3.066 -0.564 0.118
H -5.258 2.689 -1.870 0.071
H -3.725 -2.667 -3.787 0.076
H 2.416 -4.108 -3.792 0.112
H -5.966 3.214 4.109 0.065
H 2.815 5.989 -1.388 0.073
H -1.114 4.353 1.872 0.118
H 5.121 -6.286 -2.588 0.110
H -5.571 4.828 3.533 0.061
H -1.769 0.302 -5.179 0.070
H -0.036 4.219 -2.372 0.120
H 3.455 3.716 0.174 0.122
H 2.610 -6.106 0.898 0.113
H -0.678 -5.306 -0.283 0.117
H 4.664 -5.414 2.333 0.114
H 1.862 5.466 -2.727 0.059
```


No. 5
A structure of composition C34H46BrN9OPSbSe4Ti in a non-equilibrium geometry, computed with ωB97M-V with the def2-TZVPD basis set.

Computed properties:
⟨S²⟩	2.044
energy relative to the best compared isomer or geometry (same formula, charge and spin)	35.3	kcal/mol
charge	-2
2S+1	3
orbital gap (alpha / beta)	4.6 / 5.3	eV
HOMO (alpha / beta)	-1.17 / -1.84	eV

```
98
Properties=species:S:1:pos:R:3:mulliken_spin:R:1
Sb -3.208 -3.999 -0.282 0.007
Br 4.567 2.136 6.302 0.003
Se -0.679 -3.899 -0.408 -0.023
Se -3.353 -1.818 -1.577 -0.023
Se -4.002 -4.048 2.002 0.006
Se -4.157 -5.735 -1.702 0.029
Ti -1.069 -1.426 -0.492 0.999
P -2.140 1.355 -1.940 -0.003
O -1.992 -1.141 1.058 -0.030
N -0.162 -0.514 -4.755 -0.002
N -1.496 -2.346 -4.352 0.001
N 0.851 -1.386 2.223 0.025
N -0.032 -1.657 -2.676 -0.010
N 1.038 -1.221 -0.099 -0.027
N -0.544 1.022 0.666 0.010
N 3.034 -1.282 1.136 0.004
N -2.207 2.846 4.973 0.425
N -1.228 3.696 5.295 0.240
C 3.025 -0.244 -1.290 -0.019
C 2.404 3.906 5.671 -0.027
C -1.599 -3.727 -3.901 0.004
C -3.434 1.802 -0.717 0.007
C -0.402 3.108 2.496 -0.040
C 1.623 -1.271 1.055 0.014
C 3.622 -2.598 0.976 0.001
C 0.053 3.262 5.466 -0.005
C 1.306 -1.353 -2.528 0.027
C -2.083 -0.173 1.970 0.099
C -0.547 -1.520 -3.893 -0.005
C 0.305 2.004 0.499 -0.011
C 1.759 1.621 6.052 -0.032
C -2.553 -1.932 -5.251 0.000
C -1.281 0.983 1.807 0.021
C -2.893 -0.244 3.079 -0.064
C 0.513 0.675 -4.293 0.007
C 0.441 1.939 5.788 0.101
C -1.236 2.010 2.789 0.017
C 1.156 -0.460 3.292 0.007
C 1.086 4.230 5.429 0.051
C 0.007 -0.780 -6.166 0.000
C -3.185 1.250 -3.455 0.007
C 3.779 -0.370 1.967 0.003
C 0.399 3.094 1.381 0.054
C 3.852 -0.206 -2.398 0.002
C 2.219 -1.466 -3.597 0.003
C -2.898 0.791 4.027 0.121
C -1.493 3.075 -2.210 0.003
C 2.742 2.597 5.982 0.075
C 3.480 -0.914 -3.537 -0.002
C -2.063 1.904 3.966 -0.072
C 0.569 -2.724 2.753 0.017
C 1.816 -0.945 -1.283 -0.003
H -2.503 -2.486 -6.193 0.000
H 1.348 0.544 2.915 -0.005
H 1.588 0.632 -4.501 -0.001
H 0.911 1.970 -0.406 -0.004
H -0.480 -2.790 3.057 -0.002
H -2.584 -3.926 -3.472 -0.001
H 3.010 -3.199 0.305 0.001
H 0.276 -0.394 3.935 -0.001
H 3.923 -0.716 2.999 0.000
H 1.888 -1.973 -4.496 0.000
H -3.514 -1.127 3.194 0.000
H -3.958 0.900 -0.391 0.000
H 1.073 3.913 1.166 0.006
H -0.322 1.175 5.854 0.008
H -3.556 0.727 4.885 0.015
H 3.173 4.668 5.619 0.000
H 3.718 -3.135 1.931 -0.001
H 0.811 5.251 5.193 0.005
H 0.091 1.548 -4.799 0.000
H 4.619 -2.500 0.534 0.000
H -2.488 -0.866 -5.450 0.000
H -3.823 0.367 -3.388 -0.001
H -2.562 1.159 -4.345 -0.001
H -3.808 2.144 -3.546 0.000
H 0.727 -3.483 1.997 -0.005
H 0.370 0.785 -3.221 0.002
H -0.397 3.959 3.164 -0.008
H 4.153 -1.002 -4.381 0.000
H -2.309 3.734 -2.518 0.001
H 4.785 0.339 -2.352 0.000
H -0.718 3.099 -2.978 -0.001
H -0.857 -3.924 -3.136 0.000
H 3.338 0.274 -0.395 -0.003
H -1.451 -4.382 -4.766 0.000
H -4.142 2.504 -1.164 0.000
H 2.005 -0.786 3.906 0.000
H 2.028 0.606 6.315 0.000
H -3.504 -2.145 -4.758 0.000
H -2.971 2.270 0.153 -0.003
H -0.315 -1.793 -6.397 0.000
H 3.297 0.606 2.002 -0.002
H 1.065 -0.677 -6.435 0.000
H 1.221 -2.918 3.618 0.000
H -1.067 3.461 -1.284 0.001
H 4.771 -0.236 1.519 0.000
H -0.571 -0.084 -6.783 0.000
```


No. 6
An isolated molecule of C6H12N2O2S in a non-equilibrium geometry, computed with ωB97M-V with the def2-TZVPD basis set.

Computed properties:
energy relative to the best compared isomer or geometry (same formula, charge and spin)	145.5	kcal/mol
charge	0
orbital gap (alpha / beta)	6.7 / 8.0	eV
HOMO (alpha / beta)	-7.74 / -8.53	eV

```
23
Properties=species:S:1:pos:R:3:nbo_charge:R:1
S 2.499 0.246 0.311 1.840
O -1.220 1.281 -2.083 -0.574
O 3.595 0.084 -0.637 -0.959
N 1.893 1.663 0.274 -1.234
N -0.507 0.244 -0.281 -0.418
C -0.562 -0.037 1.043 -0.053
C -1.140 1.267 -0.890 0.687
C -0.607 -2.017 -1.216 -0.620
C 0.220 -0.781 -1.024 -0.093
C -1.586 2.377 -0.042 -0.712
C 1.321 -0.986 0.000 -0.544
H 2.607 2.340 -0.079 0.399
H -1.099 2.451 1.042 0.222
H -1.018 -2.093 -2.310 0.239
H -1.555 3.343 -0.425 0.254
H -0.502 -1.038 1.476 0.214
H 0.029 -2.891 -1.186 0.218
H -1.330 -2.174 -0.433 0.218
H 1.740 -2.044 0.164 0.243
H -0.679 0.669 1.865 0.215
H 2.930 0.006 1.606 -0.013
H -2.629 2.320 0.119 0.238
H 0.507 -0.401 -1.897 0.234
```


| no. | E_tot (eV) |
| --- | --- |
| 1 | -127404.820 |
| 2 | -64266.182 |
| 3 | -10255.584 |
| 4 | -176683.372 |
| 5 | -421836.412 |
| 6 | -24320.656 |